(1)
{"formula": "C29H18Co2O9S", "method": "ωB97M-V/def2-TZVPD", "charge": -2, "total_energy_ha": -4956.68557, "de_lowest_ev": 0.000, "orbital_gap_ev": 5.275, "elements": ["C", "C", "C", "C", "S", "C", "C", "O", "C", "C", "C", "C", "C", "C", "O", "O", "C", "C", "H", "H", "H", "H", "H", "H", "H", "H", "H", "H", "H", "O", "C", "Co", "C", "O", "C", "O", "C", "C", "C", "C", "C", "C", "C", "C", "C", "Co", "C", "O", "C", "O", "C", "O", "H", "H", "H", "H", "H", "H", "H"], "coordinates": [[6.499, 2.396, 1.859], [5.436, 2.484, 2.766], [4.116, 2.492, 2.306], [3.852, 2.324, 0.937], [2.149, 2.443, 0.354], [1.338, 0.914, 0.349], [0.058, 0.648, 0.960], [-0.278, -0.514, 1.276], [-0.889, 1.811, 1.174], [-0.965, 2.906, 0.307], [-1.811, 3.976, 0.603], [-2.633, 3.918, 1.736], [-2.618, 2.786, 2.568], [-1.747, 1.732, 2.272], [1.553, 3.326, 1.331], [2.297, 2.896, -1.021], [4.916, 2.335, 0.022], [6.234, 2.336, 0.487], [7.526, 2.387, 2.224], [5.620, 2.538, 3.841], [3.290, 2.619, 3.004], [2.017, 0.071, 0.183], [-0.387, 2.914, -0.618], [-1.821, 4.840, -0.065], [-3.293, 4.754, 1.969], [-3.272, 2.702, 3.442], [-1.719, 0.829, 2.889], [4.706, 2.336, -1.046], [7.052, 2.280, -0.232], [-3.896, -3.481, 2.591], [-3.410, -3.534, 1.529], [-3.292, -2.825, -0.193], [-5.056, -2.680, -0.459], [-6.197, -2.604, -0.622], [-3.038, -1.103, -0.001], [-2.974, 0.051, -0.044], [-2.485, -4.158, -1.110], [-2.125, -2.853, -1.508], [-1.575, -2.295, -2.615], [-0.869, -1.059, -2.789], [-1.138, -0.310, -3.960], [-0.371, 0.810, -4.268], [0.699, 1.167, -3.444], [1.013, 0.372, -2.343], [0.183, -0.669, -1.932], [-1.957, -4.925, 0.589], [-2.254, -6.073, 1.901], [-2.433, -6.840, 2.746], [-0.587, -3.956, 1.206], [0.290, -3.389, 1.698], [-1.308, -6.283, -0.307], [-0.930, -7.203, -0.893], [-2.825, -4.885, -1.874], [-1.739, -2.874, -3.538], [-1.960, -0.639, -4.603], [-0.580, 1.376, -5.167], [1.325, 2.031, -3.665], [1.927, 0.571, -1.802], [0.336, -1.217, -1.003]], "nbo_charge": [-0.231, -0.231, -0.208, -0.199, 2.149, -0.866, 0.488, -0.683, -0.114, -0.094, -0.252, -0.232, -0.242, -0.170, -0.986, -1.000, -0.227, -0.221, 0.197, 0.202, 0.244, 0.228, 0.222, 0.196, 0.188, 0.194, 0.228, 0.242, 0.199, -0.580, 0.436, -0.081, 0.551, -0.564, 0.611, -0.520, -0.521, -0.096, -0.425, 0.065, -0.256, -0.233, -0.266, -0.169, -0.258, -0.080, 0.519, -0.558, 0.500, -0.497, 0.579, -0.563, 0.173, 0.175, 0.189, 0.183, 0.203, 0.220, 0.241]}

(2)
{"formula": "C29H19BCrF9N3O4P", "method": "ωB97M-V/def2-TZVPD", "total_energy_ha": -3891.54417, "de_lowest_ev": 1.004, "orbital_gap_ev": [8.431, 8.772], "multiplicity": 4, "elements": ["Cr", "O", "C", "O", "C", "C", "N", "N", "C", "C", "O", "O", "H", "H", "H", "N", "C", "C", "C", "C", "C", "C", "P", "C", "C", "C", "C", "C", "C", "C", "C", "C", "C", "C", "C", "H", "H", "H", "H", "H", "H", "H", "H", "H", "H", "H", "H", "H", "H", "H", "H", "F", "C", "C", "C", "F", "C", "F", "C", "F", "C", "F", "F", "B", "F", "F", "F"], "coordinates": [[-0.217, 0.230, -1.772], [-2.067, 5.605, -2.148], [-1.419, 5.485, -1.004], [-1.340, 6.381, -0.203], [-0.776, 4.168, -0.733], [-0.036, 3.871, 0.402], [0.369, 2.602, 0.309], [-0.074, 2.043, -0.821], [-0.760, 2.979, -1.475], [-1.242, 2.578, -2.828], [-1.859, 3.357, -3.539], [-0.905, 1.377, -3.120], [-2.029, 4.792, -2.723], [0.223, 4.500, 1.236], [0.983, 2.007, 0.892], [2.362, 0.575, 0.887], [2.262, -0.569, 1.718], [3.307, -0.889, 2.576], [3.189, -1.935, 3.473], [2.022, -2.685, 3.516], [0.987, -2.385, 2.647], [1.091, -1.328, 1.745], [-0.324, -0.923, 0.675], [-1.309, 0.243, 1.670], [-0.860, 0.695, 2.909], [-1.557, 1.686, 3.586], [-2.704, 2.234, 3.037], [-3.164, 1.782, 1.809], [-2.473, 0.796, 1.128], [-1.231, -2.470, 0.580], [-2.436, -2.676, 1.245], [-3.068, -3.905, 1.151], [-2.492, -4.926, 0.411], [-1.288, -4.721, -0.248], [-0.659, -3.490, -0.177], [3.300, 0.953, 0.941], [2.143, 0.392, -0.092], [4.223, -0.311, 2.533], [4.014, -2.168, 4.133], [1.919, -3.502, 4.216], [0.083, -2.979, 2.669], [0.037, 0.280, 3.352], [-1.197, 2.029, 4.547], [-3.241, 3.013, 3.562], [-4.061, 2.203, 1.374], [-2.838, 0.458, 0.165], [-2.876, -1.878, 1.828], [-4.009, -4.066, 1.659], [-2.989, -5.884, 0.339], [-0.849, -5.513, -0.839], [0.266, -3.320, -0.715], [1.773, 2.407, -3.137], [2.370, 1.215, -3.026], [1.716, 0.164, -2.385], [2.426, -1.020, -2.267], [1.851, -2.043, -1.607], [3.703, -1.193, -2.780], [4.358, -2.346, -2.653], [4.310, -0.126, -3.427], [5.534, -0.257, -3.921], [3.645, 1.087, -3.548], [4.246, 2.109, -4.154], [-0.634, -1.394, -2.776], [-2.173, -1.405, -2.765], [-2.615, -1.010, -3.966], [-2.590, -2.606, -2.319], [-2.349, -0.372, -1.753]], "nbo_charge": [1.328, -0.669, 0.782, -0.582, -0.240, 0.065, -0.311, -0.318, 0.074, 0.788, -0.603, -0.696, 0.513, 0.252, 0.463, -0.871, 0.266, -0.283, -0.152, -0.238, -0.154, -0.416, 0.905, -0.378, -0.151, -0.228, -0.192, -0.190, -0.213, -0.381, -0.137, -0.222, -0.186, -0.182, -0.180, 0.388, 0.396, 0.214, 0.221, 0.224, 0.232, 0.218, 0.221, 0.224, 0.227, 0.242, 0.214, 0.219, 0.219, 0.221, 0.233, -0.313, 0.389, -0.516, 0.369, -0.328, 0.252, -0.286, 0.295, -0.279, 0.249, -0.283, -0.525, 1.365, -0.505, -0.517, -0.545]}

(3)
{"formula": "C29H19BiBr3N4O11S2", "method": "ωB97M-V/def2-TZVPD", "charge": -1, "total_energy_ha": -10896.38544, "de_lowest_ev": 0.787, "orbital_gap_ev": 6.617, "elements": ["Bi", "O", "C", "O", "C", "C", "C", "C", "C", "N", "C", "O", "O", "H", "H", "H", "H", "O", "S", "O", "O", "C", "C", "C", "C", "C", "C", "S", "O", "O", "O", "H", "H", "H", "H", "Br", "C", "C", "C", "C", "C", "C", "N", "N", "C", "C", "C", "C", "O", "C", "N", "C", "C", "C", "C", "H", "H", "H", "H", "H", "H", "H", "H", "H", "Br", "C", "Br", "H", "H"], "coordinates": [[-0.074, 0.034, 0.203], [1.705, 4.286, -1.726], [0.965, 3.333, -1.145], [1.201, 2.890, -0.051], [-0.174, 2.877, -1.995], [-0.429, 3.370, -3.264], [-1.524, 2.859, -3.955], [-2.303, 1.882, -3.366], [-1.969, 1.449, -2.086], [-0.942, 1.950, -1.425], [-2.811, 0.426, -1.326], [-3.861, 0.069, -1.834], [-2.355, 0.095, -0.173], [2.438, 4.516, -1.141], [0.206, 4.135, -3.687], [-1.761, 3.223, -4.947], [-3.166, 1.450, -3.851], [-1.861, -3.189, 2.775], [-2.027, -1.995, 1.994], [-2.605, -0.873, 2.693], [-0.691, -1.612, 1.370], [-3.161, -2.433, 0.672], [-4.489, -2.349, 1.069], [-5.510, -2.659, 0.188], [-5.204, -3.065, -1.100], [-3.883, -3.167, -1.497], [-2.853, -2.860, -0.617], [-1.213, -2.942, -1.330], [-0.341, -3.677, -0.453], [-1.372, -3.559, -2.633], [-0.776, -1.506, -1.529], [-4.689, -1.997, 2.072], [-6.542, -2.572, 0.502], [-5.995, -3.294, -1.803], [-3.610, -3.475, -2.495], [-0.159, 7.867, 1.000], [-0.096, 6.775, 2.561], [0.899, 5.821, 2.685], [0.935, 5.015, 3.806], [-0.011, 5.169, 4.830], [-0.988, 6.160, 4.688], [-1.042, 6.952, 3.557], [0.132, 4.548, 6.075], [0.503, 3.366, 6.246], [0.531, 2.426, 5.235], [1.546, 1.472, 5.320], [1.872, 0.654, 4.259], [1.164, 0.710, 3.041], [1.541, 0.101, 1.990], [-0.044, 1.517, 3.035], [-0.852, 1.414, 1.957], [-1.999, 2.054, 1.921], [-2.424, 2.857, 2.980], [-1.613, 3.012, 4.072], [-0.365, 2.362, 4.119], [1.637, 5.701, 1.903], [1.715, 4.271, 3.906], [-1.712, 6.293, 5.482], [-1.808, 7.707, 3.448], [2.150, 1.467, 6.219], [2.708, -0.029, 4.317], [-2.609, 1.895, 1.045], [-3.393, 3.333, 2.934], [-1.942, 3.602, 4.916], [2.358, -2.130, 0.110], [2.180, -2.072, -1.804], [2.133, -0.246, -2.415], [1.258, -2.539, -2.093], [3.044, -2.539, -2.260]], "nbo_charge": [2.125, -0.677, 0.777, -0.564, 0.049, -0.197, -0.172, -0.177, 0.126, -0.447, 0.772, -0.632, -0.859, 0.504, 0.235, 0.220, 0.253, -0.946, 2.421, -0.980, -1.121, -0.176, -0.214, -0.201, -0.207, -0.166, -0.358, 2.413, -0.971, -0.998, -1.104, 0.236, 0.205, 0.205, 0.249, 0.025, -0.095, -0.223, -0.243, 0.167, -0.240, -0.236, -0.242, -0.097, -0.068, -0.113, -0.335, 0.432, -0.771, 0.074, -0.538, 0.106, -0.246, -0.134, -0.002, 0.222, 0.233, 0.222, 0.224, 0.220, 0.222, 0.233, 0.221, 0.219, 0.141, -0.517, 0.037, 0.256, 0.223]}

(4)
{"formula": "C29H19NO5PSm", "method": "ωB97M-V/def2-TZVPD", "total_energy_ha": -2546.86430, "orbital_gap_ev": [7.693, 7.720], "multiplicity": 6, "elements": ["Sm", "O", "C", "C", "C", "N", "C", "C", "C", "O", "O", "C", "O", "O", "H", "H", "H", "C", "C", "C", "C", "C", "C", "P", "C", "C", "C", "C", "C", "C", "C", "C", "C", "C", "C", "C", "C", "C", "C", "C", "H", "H", "H", "H", "H", "H", "H", "H", "H", "H", "H", "H", "H", "H", "H", "H"], "coordinates": [[5.342, -16.043, 1.036], [6.287, -21.106, -2.814], [5.890, -20.128, -1.937], [5.712, -20.326, -0.572], [5.386, -19.221, 0.229], [5.369, -17.979, -0.340], [5.381, -17.780, -1.668], [5.679, -18.847, -2.502], [5.208, -16.352, -2.094], [5.436, -16.023, -3.249], [4.855, -15.555, -1.082], [5.093, -19.192, 1.707], [5.102, -20.231, 2.335], [4.829, -17.957, 2.117], [6.517, -21.936, -2.351], [5.879, -21.289, -0.032], [5.734, -18.625, -3.564], [12.087, -17.852, 3.371], [12.036, -16.904, 2.364], [10.853, -16.224, 2.066], [9.682, -16.606, 2.756], [9.715, -17.586, 3.785], [10.906, -18.236, 4.023], [8.103, -15.797, 2.384], [8.149, -15.411, 0.604], [8.046, -14.105, 0.038], [8.198, -13.918, -1.339], [8.640, -14.970, -2.158], [8.774, -16.237, -1.589], [8.543, -16.485, -0.242], [8.091, -14.230, 3.170], [9.192, -13.589, 3.726], [9.041, -12.317, 4.323], [7.836, -11.663, 4.415], [6.669, -12.262, 3.825], [5.402, -11.708, 3.899], [4.301, -12.380, 3.401], [4.456, -13.620, 2.788], [5.713, -14.169, 2.645], [6.820, -13.560, 3.236], [13.012, -18.313, 3.664], [12.960, -16.648, 1.873], [10.803, -15.474, 1.256], [8.804, -17.776, 4.371], [10.886, -19.021, 4.781], [7.868, -13.260, 0.701], [8.007, -12.937, -1.755], [8.915, -14.812, -3.193], [9.068, -17.075, -2.218], [8.734, -17.440, 0.222], [10.185, -14.006, 3.673], [9.917, -11.832, 4.724], [7.752, -10.696, 4.914], [5.213, -10.726, 4.318], [3.283, -11.945, 3.444], [3.532, -14.161, 2.473]], "nbo_charge": [2.006, -0.651, 0.353, -0.297, 0.141, -0.562, 0.125, -0.256, 0.756, -0.588, -0.852, 0.757, -0.588, -0.840, 0.491, 0.254, 0.261, -0.199, -0.201, -0.210, -0.346, -0.181, -0.207, 0.868, -0.445, -0.139, -0.208, -0.174, -0.202, -0.223, -0.278, -0.205, -0.229, -0.152, -0.065, -0.216, -0.192, -0.287, -0.410, -0.114, 0.219, 0.215, 0.229, 0.234, 0.220, 0.229, 0.226, 0.229, 0.221, 0.231, 0.218, 0.212, 0.213, 0.213, 0.210, 0.185]}